{"formula": "C4H10O", "method": "ωB97M-V/def2-TZVPD", "smiles": "C=COCC.[H][H]", "homo_ha": -0.306, "relative_energy_kcal_mol": 90.6, "gap_ev": 9.4, "e_lumo_ev": 1.08, "energy_ha": -233.50056, "symbols": ["C", "C", "O", "C", "C", "H", "H", "H", "H", "H", "H", "H", "H", "H", "H"], "positions_angstrom": [[-1.72055, -1.14845, -0.26498], [-0.56254, -0.48305, -0.56324], [0.51751, -0.76001, 0.17430], [1.52280, 0.23206, 0.26287], [1.16831, 1.17219, 1.39100], [-1.87915, -1.36029, 0.78147], [-2.26702, -1.80033, -0.93040], [-0.42762, 0.37761, -1.22893], [1.63275, 0.75307, -0.70115], [2.44722, -0.31718, 0.45490], [1.95190, 1.91630, 1.54263], [1.04038, 0.59652, 2.31243], [0.21968, 1.67781, 1.17681], [-2.13166, -0.38728, -1.98411], [-1.51202, -0.46896, -2.42360]], "mulliken_charge": [-0.9005, 0.0020, -0.3338, -0.3106, -0.9695, 0.2483, 0.3667, 0.3198, 0.3216, 0.2696, 0.3663, 0.2853, 0.2780, 0.0370, 0.0201]}

=====

{"formula": "C21H31ClCoN2O5S", "method": "ωB97M-V/def2-TZVPD", "charge": -1, "homo_ha": [-0.024, -0.184], "relative_energy_kcal_mol": 0.0, "gap_ev": [3.4, 7.8], "spin_multiplicity": 5, "e_lumo_ev": [2.77, 2.74], "energy_ha": -3545.74662, "s2": 6.017, "symbols": ["Co", "Cl", "N", "N", "C", "C", "C", "C", "C", "C", "H", "H", "H", "H", "H", "H", "C", "C", "C", "C", "H", "H", "H", "H", "H", "H", "O", "H", "H", "O", "H", "H", "C", "C", "C", "H", "H", "C", "C", "H", "C", "C", "C", "C", "H", "C", "H", "H", "H", "H", "H", "H", "H", "H", "C", "S", "O", "O", "O", "H", "H", "H"], "positions_angstrom": [[-0.83238, -0.10405, 1.05018], [-2.74380, 0.68266, 1.79363], [0.00156, 2.03527, 0.15950], [-0.34862, -2.06436, 0.49789], [-0.87608, 2.77727, -0.46378], [-0.83516, -2.82469, -0.45693], [1.16301, 2.90274, 0.45904], [0.56442, 4.30411, 0.32396], [2.25375, 2.68302, -0.57354], [1.71395, 2.65828, 1.84057], [1.88159, 2.92222, -1.57857], [2.57742, 1.63543, -0.55744], [3.10044, 3.33781, -0.33381], [0.96407, 2.95536, 2.57485], [2.61676, 3.26072, 2.00404], [1.92872, 1.59885, 1.99226], [0.68448, -2.86201, 1.21231], [0.78433, -4.13990, 0.38256], [0.20240, -3.18417, 2.60590], [2.00714, -2.11172, 1.20328], [2.24106, -1.82981, 0.16733], [2.80677, -2.76600, 1.57272], [1.95019, -1.21841, 1.83572], [-0.78200, -3.65816, 2.53385], [0.12235, -2.28341, 3.21856], [0.89824, -3.88068, 3.08355], [-0.24948, -4.00932, -0.62482], [0.57901, -5.06131, 0.94245], [1.73615, -4.24414, -0.15172], [-0.65894, 4.09490, -0.45054], [1.18460, 5.02004, -0.22515], [0.26800, 4.72301, 1.29525], [-2.03124, 2.30247, -1.28354], [-1.90232, -2.51715, -1.43895], [-1.44131, -1.27621, -2.10900], [-2.83627, -2.35705, -0.87795], [-2.03519, -3.35995, -2.11948], [-1.52734, -0.10986, -1.36239], [-1.51325, 1.11304, -2.01788], [-1.83355, -0.19158, -0.27223], [-0.93876, 1.19298, -3.29762], [-0.55643, 0.00862, -3.93460], [-0.63455, 2.53006, -3.91249], [-0.85373, -1.23740, -3.38363], [0.00200, 0.06717, -4.86900], [-0.46078, -2.51315, -4.06528], [0.07735, -2.28644, -4.99217], [-1.31782, -3.15217, -4.31984], [0.20905, -3.10330, -3.42185], [-1.51946, 3.18052, -4.00420], [-0.20212, 2.38629, -4.91248], [0.11612, 3.07879, -3.31533], [-2.38002, 3.11746, -1.92582], [-2.81784, 2.03346, -0.56420], [-0.88245, 1.47397, 4.52408], [0.45284, 0.33003, 4.17169], [1.68171, 0.98162, 4.58585], [0.12740, -0.94579, 4.80008], [0.44528, 0.18739, 2.64506], [-0.57250, 2.10552, 5.36125], [-1.75602, 0.87912, 4.79333], [-1.10147, 2.07951, 3.63998]], "mulliken_spin": [2.8703, 0.0753, -0.0026, 0.0108, 0.0161, 0.1570, -0.0299, 0.0028, 0.0178, -0.0003, -0.0101, 0.0147, 0.0038, -0.0015, -0.0003, 0.0069, 0.0371, -0.0034, -0.0179, 0.0088, 0.0031, -0.0016, 0.0079, -0.0012, 0.0079, 0.0001, 0.0227, 0.0006, 0.0024, 0.0028, 0.0010, 0.0016, 0.0354, -0.0775, 0.0828, 0.0842, -0.0144, 0.3172, -0.0376, 0.0959, -0.0106, 0.4220, -0.0483, -0.1720, 0.0411, 0.0047, 0.0088, 0.0017, -0.0042, 0.0027, 0.0121, 0.0141, -0.0025, 0.0087, -0.0030, 0.0010, 0.0039, 0.0008, 0.0268, -0.0004, 0.0005, 0.0031]}

=====

{"formula": "C4H9BrN", "method": "ωB97M-V/def2-TZVPD", "charge": 1, "homo_ha": [-0.457, -0.481], "relative_energy_kcal_mol": 87.0, "gap_ev": [7.8, 8.9], "e_lumo_ev": [-4.61, -4.21], "energy_ha": -2786.13058, "symbols": ["C", "C", "C", "C", "N", "Br", "H", "H", "H", "H", "H", "H", "H", "H", "H"], "positions_angstrom": [[-1.53880, 2.23482, 0.01881], [-1.63921, 0.93256, -0.05551], [1.44736, 0.11349, -0.47270], [0.77760, -0.52865, 0.51192], [0.19763, -1.83970, 0.31150], [-2.84082, -0.39170, -0.15878], [-2.31860, 2.92051, -0.19002], [-0.62833, 2.66397, 0.29770], [1.73865, 1.15307, -0.32152], [2.54417, -0.25353, -0.75962], [0.92612, -0.15833, -1.40085], [1.10815, -0.38789, 1.54946], [0.11772, -2.39137, 1.16480], [0.82841, -2.39049, -0.30563], [-0.72005, -1.67677, -0.18954]], "mulliken_charge": [-0.3934, 0.1271, -0.9931, -0.2678, -0.1304, -0.0738, 0.2748, 0.2147, 0.3507, 0.3175, 0.3300, 0.2850, 0.3617, 0.3762, 0.2206]}

=====

{"formula": "C18H18FN5O2", "method": "ωB97M-V/def2-TZVPD", "smiles": "NC(=O)c1nc(C2CCCCC2)nc2c1[nH]c(=O)n2-c1ccc(F)cc1", "homo_ha": -0.319, "relative_energy_kcal_mol": 0.0, "gap_ev": 8.5, "e_lumo_ev": -0.13, "energy_ha": -1220.95521, "symbols": ["N", "C", "O", "C", "N", "C", "C", "C", "C", "C", "C", "C", "N", "C", "C", "N", "C", "O", "N", "C", "C", "C", "C", "F", "C", "C", "H", "H", "H", "H", "H", "H", "H", "H", "H", "H", "H", "H", "H", "H", "H", "H", "H", "H"], "positions_angstrom": [[4.73498, 0.83011, 0.06402], [3.79601, 1.40279, 0.83379], [3.98633, 2.33903, 1.58753], [2.44608, 0.78321, 0.68957], [2.26710, -0.24265, -0.15041], [1.06832, -0.78380, -0.27616], [0.90610, -1.96518, -1.19703], [-0.50160, -2.00429, -1.79653], [-0.77996, -0.74738, -2.62951], [0.50327, -0.20385, -3.26543], [1.44765, -1.35124, -3.60159], [1.96131, -2.00524, -2.31409], [-0.02992, -0.40329, 0.38939], [0.12724, 0.60343, 1.21841], [1.36943, 1.25369, 1.41388], [1.17414, 2.23923, 2.33364], [-0.13955, 2.24674, 2.74523], [-0.63404, 2.99954, 3.54179], [-0.78535, 1.20993, 2.04145], [-2.15022, 0.87612, 2.16170], [-2.79285, 0.23357, 1.10719], [-4.12804, -0.10531, 1.21172], [-4.81097, 0.21021, 2.37231], [-6.11552, -0.11673, 2.47531], [-4.18990, 0.84959, 3.42932], [-2.85166, 1.17995, 3.32488], [5.68360, 1.16287, 0.08381], [4.46920, 0.05313, -0.51779], [1.03582, -2.84790, -0.55826], [-1.23877, -2.09732, -1.00005], [-0.57190, -2.89280, -2.42557], [-1.22344, 0.02683, -2.00153], [-1.50491, -0.99144, -3.40837], [0.26030, 0.36664, -4.16347], [1.00754, 0.47247, -2.57187], [2.29185, -0.98816, -4.18997], [0.91310, -2.08209, -4.21122], [2.85051, -1.48278, -1.96330], [2.23838, -3.04047, -2.51797], [1.90013, 2.86272, 2.65536], [-2.24158, -0.01102, 0.21544], [-4.63986, -0.60436, 0.40445], [-4.74932, 1.08070, 4.32152], [-2.35902, 1.68480, 4.13841]], "mulliken_charge": [-0.2960, 0.0973, -0.6825, -0.1512, -0.3413, -0.5530, 0.2364, -1.2380, -0.4435, -0.7955, -0.7067, -0.7613, -0.3321, 0.9911, 0.5937, -0.1104, 0.1909, -0.6326, 0.1487, 0.1704, 0.1177, -0.7077, 0.3275, -0.3308, -0.7184, -0.4412, 0.2293, 0.2428, 0.6265, 0.4516, 0.4939, 0.0453, 0.5203, 0.4645, 0.3148, 0.4215, 0.2962, 0.0731, 0.3788, 0.2182, 0.2865, 0.4469, 0.4386, 0.4199]}